Density functional theory data (the ωB97M-V functional and the def2-TZVPD basis) for a cluster of 2 separate species, C23H36F3N3O2 in total in a non-equilibrium geometry.

Each line ends with the natural charge from an NBO analysis.
Positions of all 67 atoms, in Å:
C: 3.0390 -2.3691 1.9911  -0.62
C: 3.9022 -1.0770 1.9523  -0.41
C: 4.0370 -0.4561 0.5556  -0.40
C: 2.8248 0.4524 0.1171  -0.25
N: 1.8371 0.6140 1.1678  -0.49
C: 1.5178 1.8967 1.6511  0.71
O: 2.0804 2.9380 1.3969  -0.53
C: 0.3385 1.6181 2.5703  -0.15
C: -0.2740 2.3660 3.5385  -0.09
C: 0.1854 3.7774 3.8373  0.98
F: 1.4999 3.9021 3.9303  -0.30
F: -0.2229 4.5772 2.8190  -0.33
F: -0.4143 4.2736 4.9296  -0.32
C: -1.3179 1.8098 4.2353  -0.21
C: -1.7863 0.5450 3.9854  0.17
N: -2.8874 0.0600 4.7342  -0.79
C: -1.1914 -0.2320 2.9843  -0.01
C: -1.6719 -1.6265 2.6301  -0.45
C: -3.1018 -1.5917 2.0330  -0.22
C: -3.5820 -3.0601 1.9558  -0.60
C: -3.1055 -1.0068 0.5922  -0.62
C: -0.1552 0.3444 2.3138  -0.04
C: 0.6998 -0.1888 1.1707  0.70
O: 0.4680 -1.1100 0.4185  -0.57
H: 2.5571 -2.4947 1.0150  0.21
H: 3.6347 -3.2620 2.1802  0.21
H: 2.2220 -2.2663 2.7120  0.20
H: 4.9145 -1.3884 2.2447  0.21
H: 3.6052 -0.3589 2.7206  0.21
H: 4.1189 -1.2857 -0.1556  0.20
H: 4.9613 0.1201 0.4517  0.21
H: 3.2277 1.3971 -0.2437  0.24
H: 2.3727 -0.0528 -0.7414  0.22
H: -1.7790 2.4213 5.0040  0.24
H: -2.6061 0.0600 5.7115  0.38
H: -3.0510 -0.9114 4.4952  0.37
H: -1.0026 -2.0401 1.8733  0.25
H: -1.6137 -2.2726 3.5170  0.21
H: -3.7705 -0.9847 2.6477  0.20
H: -2.7777 -3.7030 1.5853  0.21
H: -3.8583 -3.4128 2.9571  0.20
H: -4.4457 -3.1473 1.2923  0.21
H: -3.2720 -1.8329 -0.1066  0.21
H: -2.1424 -0.5645 0.3179  0.22
H: -3.9094 -0.2794 0.4615  0.22
C: 2.2427 -0.0323 -5.3904  -0.62
C: 1.0569 -0.4160 -4.5167  -0.21
N: 0.4576 0.7139 -3.8327  -0.45
C: -0.4686 0.3258 -2.7813  -0.21
C: -1.7390 -0.4297 -3.1857  -0.64
C: 0.0249 1.8121 -4.6800  -0.22
C: -0.9886 1.5079 -5.7898  -0.64
H: 2.9884 0.5214 -4.8176  0.21
H: 2.7193 -0.9326 -5.7815  0.21
H: 1.9421 0.5737 -6.2465  0.20
H: 1.4201 -1.1189 -3.7612  0.20
H: 0.3270 -0.9668 -5.1296  0.16
H: -0.7541 1.2159 -2.2117  0.19
H: 0.0814 -0.2980 -2.0690  0.20
H: -2.4698 0.2257 -3.6586  0.20
H: -2.2158 -0.8435 -2.2941  0.21
H: -1.5296 -1.2628 -3.8577  0.20
H: 0.9127 2.2504 -5.1450  0.19
H: -0.3693 2.6123 -4.0483  0.20
H: -0.7311 0.6102 -6.3537  0.20
H: -1.0130 2.3388 -6.4986  0.21
H: -1.9991 1.3947 -5.4002  0.20

Atoms 1-3, force components in eV/Å:
-0.4 0.8 -0.5
1.0 -0.7 0.1
-0.5 0.2 0.1

Values from the calculation:
- Lowest unoccupied orbital energy: -0.2 eV
- HOMO: -8.0 eV
- Energy: -1512.38545 hartree